Model w:
117
Properties=species:S:1:pos:R:3 method="wB97M-V/def2-TZVPD" smiles=C1CCOC1.C1CCOC1.C1CCOC1.C1CCOC1.C1CCOC1.C1CCOC1.C1CCOC1.C1CCOC1.C1CCOC1 homo_ev=-9.341 lumo_energy_ev=0.54 homo_lumo_gap_ev=9.885
C 23.705 19.760 7.973
C 23.474 18.623 7.019
C 24.123 17.453 7.897
O 23.434 17.741 9.141
C 23.537 19.172 9.319
H 22.926 20.478 7.719
H 24.659 20.264 7.820
H 23.915 18.832 6.044
H 22.410 18.402 6.940
H 25.179 17.369 8.151
H 23.884 16.440 7.572
H 24.375 19.270 10.008
H 22.636 19.353 9.906
C 24.844 21.589 4.341
C 25.282 20.205 3.732
C 25.394 20.394 2.227
O 24.358 21.351 2.042
C 24.393 22.296 3.037
H 25.708 22.014 4.850
H 24.033 21.452 5.057
H 24.579 19.387 3.891
H 26.236 19.948 4.191
H 25.190 19.490 1.652
H 26.307 20.877 1.878
H 23.389 22.678 3.224
H 25.006 23.137 2.712
C 23.637 30.056 9.446
C 23.586 28.904 8.504
C 22.399 28.062 9.029
O 21.798 28.836 10.044
C 22.735 29.674 10.625
H 23.163 30.968 9.080
H 24.668 30.232 9.754
H 24.520 28.343 8.459
H 23.391 29.251 7.489
H 22.813 27.105 9.344
H 21.531 27.936 8.382
H 23.261 29.050 11.349
H 22.256 30.520 11.118
C 20.291 20.396 11.468
C 21.238 21.477 11.813
C 20.448 22.260 12.811
O 19.677 21.252 13.429
C 19.672 20.050 12.740
H 20.828 19.460 11.316
H 19.484 20.761 10.832
H 21.427 22.203 11.021
H 22.167 21.171 12.295
H 19.766 22.943 12.305
H 21.005 22.845 13.542
H 18.639 19.721 12.631
H 20.333 19.329 13.222
C 24.366 26.526 4.154
C 25.286 27.731 3.899
C 24.422 28.642 3.188
O 23.391 27.866 2.581
C 23.335 26.536 3.118
H 23.818 26.783 5.060
H 24.880 25.574 4.284
H 26.161 27.497 3.293
H 25.458 28.260 4.836
H 24.917 29.212 2.402
H 23.853 29.339 3.803
H 23.688 25.763 2.435
H 22.357 26.499 3.598
C 19.890 30.881 6.701
C 20.671 29.781 5.918
C 19.538 29.302 4.989
O 18.371 29.369 5.890
C 18.561 30.256 7.020
H 19.858 31.774 6.076
H 20.392 31.286 7.580
H 21.093 29.038 6.595
H 21.513 30.152 5.333
H 19.762 28.315 4.584
H 19.370 29.997 4.166
H 18.618 29.556 7.854
H 17.779 31.014 7.063
C 19.796 20.944 3.603
C 21.154 20.297 3.959
C 21.543 19.636 2.654
O 21.109 20.528 1.700
C 20.316 21.583 2.327
H 19.539 21.677 4.367
H 18.960 20.247 3.550
H 21.153 19.515 4.718
H 21.943 21.008 4.207
H 20.963 18.736 2.450
H 22.610 19.462 2.789
H 19.493 21.803 1.647
H 20.919 22.482 2.453
C 18.785 25.796 0.555
C 18.130 24.544 0.957
C 18.089 24.682 2.433
O 19.446 25.192 2.719
C 19.971 25.964 1.549
H 18.104 26.643 0.640
H 19.090 25.973 -0.476
H 18.652 23.653 0.610
H 17.092 24.453 0.638
H 17.795 23.737 2.889
H 17.454 25.502 2.769
H 20.819 25.413 1.143
H 20.232 27.000 1.767
C 20.888 24.299 5.842
C 21.880 23.351 6.587
C 21.771 23.860 8.043
O 21.095 25.109 8.011
C 20.935 25.593 6.728
H 19.845 23.985 5.855
H 21.152 24.463 4.798
H 22.840 23.610 6.140
H 21.785 22.266 6.545
H 22.742 24.038 8.507
H 21.214 23.191 8.699
H 21.747 26.283 6.498
H 20.060 26.242 6.789

=====

Model x:
117
Properties=species:S:1:pos:R:3 method="wB97M-V/def2-TZVPD" smiles=C1CCOC1.C1CCOC1.C1CCOC1.C1CCOC1.C1CCOC1.C1CCOC1.C1CCOC1.C1CCOC1.C1CCOC1 homo_ev=-9.175 lumo_energy_ev=0.43 homo_lumo_gap_ev=9.608
C 2.698 -2.953 2.011
C 1.473 -3.455 2.630
C 0.775 -4.409 1.584
O 1.121 -3.747 0.445
C 2.477 -3.283 0.547
H 3.473 -3.632 2.366
H 2.881 -1.892 2.176
H 0.880 -2.578 2.889
H 1.729 -4.047 3.509
H -0.290 -4.608 1.709
H 1.040 -5.463 1.502
H 2.644 -2.366 -0.018
H 3.151 -4.108 0.316
C -0.075 -5.623 -2.327
C 0.309 -6.896 -3.036
C 0.826 -6.521 -4.424
O 0.950 -5.107 -4.327
C 0.801 -4.600 -3.050
H 0.166 -5.747 -1.271
H -1.152 -5.459 -2.296
H -0.572 -7.536 -3.089
H 1.015 -7.462 -2.429
H 0.201 -6.831 -5.261
H 1.778 -7.033 -4.563
H 0.407 -3.589 -2.954
H 1.743 -4.601 -2.501
C -0.044 -0.353 -0.414
C 0.628 0.844 0.195
C 2.030 0.898 -0.460
O 1.777 0.409 -1.794
C 0.617 -0.407 -1.792
H -1.133 -0.329 -0.370
H 0.164 -1.298 0.088
H 0.679 0.792 1.283
H 0.054 1.753 0.014
H 2.734 0.147 -0.100
H 2.604 1.824 -0.474
H 0.895 -1.434 -2.028
H -0.021 0.039 -2.555
C -2.659 4.209 -1.994
C -2.151 3.703 -0.667
C -3.133 4.397 0.285
O -4.308 4.600 -0.445
C -4.198 4.227 -1.836
H -2.222 3.616 -2.798
H -2.419 5.214 -2.341
H -1.076 3.786 -0.503
H -2.406 2.645 -0.721
H -2.749 5.290 0.778
H -3.401 3.732 1.106
H -4.783 4.864 -2.500
H -4.636 3.230 -1.855
C -2.465 1.934 -6.979
C -2.195 0.693 -6.151
C -2.474 1.165 -4.793
O -3.589 2.023 -4.886
C -3.548 2.617 -6.171
H -2.899 1.606 -7.924
H -1.592 2.571 -7.123
H -1.259 0.176 -6.365
H -2.953 -0.030 -6.452
H -1.642 1.747 -4.395
H -2.491 0.270 -4.171
H -3.268 3.654 -5.981
H -4.569 2.515 -6.540
C -4.785 0.340 0.087
C -5.552 1.495 0.502
C -6.825 0.847 1.103
O -6.394 -0.419 1.559
C -5.065 -0.670 1.122
H -3.725 0.576 -0.009
H -5.190 0.029 -0.876
H -5.827 2.194 -0.288
H -5.043 2.100 1.252
H -7.452 0.790 0.214
H -7.044 1.568 1.890
H -4.993 -1.725 0.858
H -4.388 -0.549 1.968
C 6.471 2.343 -1.124
C 5.609 1.055 -1.454
C 6.124 -0.018 -0.468
O 7.354 0.500 0.134
C 7.747 1.738 -0.481
H 5.968 2.882 -0.322
H 6.643 2.972 -1.998
H 5.891 0.786 -2.472
H 4.541 1.178 -1.277
H 6.314 -0.990 -0.925
H 5.403 -0.183 0.333
H 8.605 1.553 -1.128
H 8.132 2.436 0.263
C 4.052 0.041 6.323
C 3.238 0.986 5.550
C 2.576 0.000 4.523
O 2.347 -1.208 5.168
C 3.210 -1.246 6.334
H 4.486 0.452 7.234
H 4.948 -0.205 5.753
H 3.723 1.864 5.123
H 2.499 1.361 6.258
H 3.335 -0.212 3.770
H 1.808 0.344 3.830
H 3.899 -2.089 6.390
H 2.567 -1.086 7.199
C -0.630 1.487 3.608
C -1.460 2.151 4.691
C -2.728 2.647 4.000
O -2.912 1.827 2.788
C -1.684 1.184 2.494
H -0.228 0.565 4.029
H 0.130 2.143 3.184
H -0.931 2.977 5.167
H -1.686 1.429 5.475
H -2.493 3.663 3.681
H -3.585 2.644 4.673
H -1.422 1.540 1.498
H -1.930 0.122 2.481

=====

Model y:
117
Properties=species:S:1:pos:R:3 method="wB97M-V/def2-TZVPD" homo_ev=-7.204 lumo_energy_ev=0.25 homo_lumo_gap_ev=7.453
C -2.973 0.286 -1.988
C -3.250 1.622 -1.422
C -3.200 1.378 0.082
O -3.651 0.067 0.240
C -3.345 -0.750 -0.872
H -1.932 0.240 -2.307
H -3.398 0.065 -2.967
H -4.233 2.031 -1.656
H -2.476 2.347 -1.671
H -3.858 2.017 0.671
H -2.193 1.410 0.498
H -4.216 -1.250 -1.297
H -2.541 -1.448 -0.639
C 0.125 0.165 0.825
C -1.018 -0.410 0.111
C -0.765 -1.878 0.289
O 0.650 -1.981 0.194
C 1.267 -0.687 0.298
H 0.224 0.213 1.910
H 0.270 1.196 0.504
H -0.980 -0.155 -0.948
H -1.994 -0.083 0.469
H -1.150 -2.482 -0.532
H -1.124 -2.228 1.257
H 1.608 -0.378 -0.690
H 2.087 -0.605 1.012
C 2.961 2.865 0.025
C 2.539 2.879 -1.426
C 2.347 1.364 -1.659
O 1.704 0.926 -0.460
C 2.369 1.590 0.641
H 2.701 3.841 0.437
H 4.042 2.778 0.128
H 3.327 3.342 -2.019
H 1.611 3.443 -1.520
H 3.271 0.822 -1.860
H 1.677 1.130 -2.486
H 3.156 1.014 1.128
H 1.664 1.860 1.428
C 0.207 3.171 -0.191
C -0.919 3.991 0.349
C -1.686 4.410 -0.944
O -1.779 3.131 -1.517
C -0.579 2.380 -1.328
H 0.644 2.525 0.569
H 1.048 3.756 -0.565
H -0.587 4.904 0.844
H -1.542 3.458 1.068
H -1.106 5.087 -1.572
H -2.647 4.876 -0.726
H -0.086 2.235 -2.289
H -0.854 1.413 -0.907
C 0.309 -2.251 2.891
C -0.586 -1.202 3.488
C 0.270 -0.599 4.598
O 1.518 -1.336 4.591
C 1.755 -1.846 3.245
H 0.175 -2.452 1.828
H 0.202 -3.145 3.506
H -1.539 -1.622 3.809
H -0.839 -0.316 2.905
H -0.172 -0.615 5.594
H 0.497 0.425 4.299
H 2.406 -2.719 3.276
H 2.294 -1.101 2.660
C -0.084 -4.583 0.280
C -1.195 -4.722 1.406
C -2.360 -3.954 0.866
O -2.101 -3.774 -0.510
C -0.952 -4.471 -0.911
H 0.612 -5.400 0.089
H 0.517 -3.676 0.346
H -0.793 -4.336 2.343
H -1.311 -5.805 1.458
H -2.256 -2.992 1.366
H -3.266 -4.506 1.114
H -0.399 -3.884 -1.644
H -1.213 -5.450 -1.314
C -1.879 1.236 2.248
C -0.760 2.231 2.098
C 0.159 1.865 3.312
O -0.724 1.183 4.255
C -2.048 1.133 3.759
H -1.547 0.227 2.003
H -2.840 1.431 1.772
H -1.066 3.274 2.181
H -0.291 2.063 1.128
H 0.683 2.760 3.647
H 0.872 1.131 2.936
H -2.614 1.957 4.196
H -2.652 0.273 4.050
C 3.803 -0.740 -2.414
C 3.335 -0.860 -0.949
C 2.876 -2.285 -0.871
O 2.365 -2.558 -2.122
C 2.941 -1.789 -3.162
H 4.873 -0.950 -2.413
H 3.671 0.301 -2.707
H 2.538 -0.148 -0.733
H 4.140 -0.713 -0.229
H 2.181 -2.547 -0.073
H 3.715 -2.961 -0.706
H 2.139 -1.338 -3.747
H 3.502 -2.395 -3.874
C 0.090 1.053 -3.799
C 0.919 -0.152 -3.486
C 0.277 -0.838 -2.347
O -1.094 -0.593 -2.625
C -1.276 0.701 -3.260
H 0.002 1.345 -4.846
H 0.524 1.923 -3.307
H 1.961 0.158 -3.402
H 0.850 -0.760 -4.388
H 0.503 -0.329 -1.410
H 0.583 -1.880 -2.253
H -1.606 1.411 -2.501
H -2.014 0.624 -4.059

=====

Most favorable structure: model x. The second most favorable one is 8.0 kcal/mol above it.

=====

Model w:
20
Properties=species:S:1:pos:R:3 method="wB97M-V/def2-TZVPD" homo_ev="-3.430 / -8.835" lumo_energy_ev="0.56 / 0.53" s_squared=0.750 spin_multiplicity=2 homo_lumo_gap_ev="3.987 / 9.369"
O 0.651 1.467 -0.048
C 0.181 1.892 0.977
C -1.210 2.466 1.076
N -1.554 2.715 2.468
H 0.752 1.868 1.924
H -1.210 3.421 0.544
H -1.877 1.797 0.519
H -2.450 3.183 2.539
H -1.677 1.843 2.975
C 1.579 -1.736 -1.239
C 0.294 -1.752 -0.902
N -0.604 -2.840 -1.351
N 2.505 -0.788 -0.852
H 1.972 -2.553 -1.831
H -0.230 -1.014 -0.322
H -1.457 -2.445 -1.831
H -0.141 -3.487 -2.024
H -0.912 -3.443 -0.547
H 2.106 0.105 -0.586
H 3.280 -0.698 -1.488

=====

Model x:
20
Properties=species:S:1:pos:R:3 method="wB97M-V/def2-TZVPD" homo_ev="-9.377 / -8.731" lumo_energy_ev="0.97 / -2.98" s_squared=0.762 spin_multiplicity=2 homo_lumo_gap_ev="10.351 / 5.747"
C -1.567 -0.240 1.565
O -0.873 0.858 1.062
C -1.473 -1.512 0.717
C -2.222 -1.370 -0.626
H -2.590 0.135 1.723
H -1.184 -0.450 2.577
H -1.789 -2.370 1.309
H -0.415 -1.635 0.478
H -1.610 -1.684 -1.474
H -2.388 -0.312 -0.837
H -3.171 -1.901 -0.627
N 1.485 0.438 0.605
C 1.583 0.632 -0.758
N 2.874 0.866 -1.218
N 0.604 0.655 -1.612
H 0.354 0.645 0.850
H 2.297 0.865 1.031
H 3.598 0.341 -0.752
H 2.925 0.848 -2.224
H -0.252 0.643 -1.053

=====

Most favorable structure: model x. The second most favorable one is 34.1 kcal/mol above it.

=====

Model w:
9
Properties=species:S:1:pos:R:3 method="wB97M-V/def2-TZVPD" smiles="O=[N+]=C(Cl)ONO" homo_ev="-15.086 / -15.146" lumo_energy_ev="-7.36 / -6.71" charge=+1 homo_lumo_gap_ev="7.723 / 8.440"
O 1.506 -2.270 0.186
N 1.597 -1.116 0.172
C 1.426 0.073 0.058
Cl 2.271 1.477 0.377
O 0.033 0.435 -0.838
N -1.065 0.652 -0.299
O -1.774 -0.444 0.082
H -1.257 1.508 0.245
H -2.736 -0.315 0.017

=====

Model x:
9
Properties=species:S:1:pos:R:3 method="wB97M-V/def2-TZVPD" homo_ev=-16.735 lumo_energy_ev=-4.71 charge=+1 homo_lumo_gap_ev=12.030
C -1.079 2.002 -0.858
N 0.854 -1.457 0.402
N -0.456 1.090 -1.202
O 1.465 -2.324 0.879
O 0.776 -1.129 -0.730
O 0.127 -0.628 1.282
Cl -1.706 3.417 -0.724
H 0.110 0.107 -1.171
H -0.091 -1.077 2.123

=====

Most favorable structure: model x. The second most favorable one is 68.4 kcal/mol above it.